# 1
{
  "formula": "C37H71Cl3GeHfN5O4S",
  "method": "ωB97M-V/def2-TZVPD",
  "symbols": ["Hf", "C", "O", "C", "C", "O", "C", "C", "O", "C", "H", "H", "H", "H", "H", "H", "H", "H", "H", "H", "H", "H", "H", "H", "C", "C", "C", "C", "N", "N", "H", "H", "H", "H", "H", "H", "H", "H", "H", "H", "H", "H", "C", "C", "C", "C", "O", "H", "H", "H", "H", "H", "H", "H", "H", "H", "C", "C", "C", "C", "C", "C", "C", "C", "N", "C", "C", "C", "C", "C", "C", "C", "C", "C", "C", "H", "H", "H", "H", "H", "H", "H", "H", "H", "H", "H", "H", "H", "H", "H", "H", "H", "H", "H", "H", "H", "H", "H", "H", "Cl", "Ge", "Cl", "Cl", "C", "N", "C", "C", "S", "N", "C", "C", "H", "H", "H", "H", "H", "H", "H", "H", "H", "H", "H", "H"],
  "coordinates": [[-0.3158, 0.4933, -0.2465], [0.7122, 3.1595, -1.9863], [0.1125, 1.8448, -2.0147], [-0.1680, 1.4509, -3.3742], [-0.9195, 0.1480, -3.2999], [-0.2507, -0.6097, -2.2683], [0.0697, -1.9745, -2.5929], [1.1190, -2.4487, -1.6221], [0.7580, -2.0202, -0.2991], [1.4109, -2.8556, 0.6796], [0.0191, 3.8745, -2.4297], [0.9007, 3.4010, -0.9537], [1.6495, 3.1240, -2.5419], [-0.7776, 2.2244, -3.8519], [0.7881, 1.3580, -3.8959], [-1.9586, 0.2787, -2.9891], [-0.8815, -0.3952, -4.2448], [-0.8496, -2.5625, -2.5366], [0.4711, -2.0077, -3.6073], [1.1476, -3.5420, -1.6505], [2.1144, -2.0707, -1.8650], [1.0300, -3.8756, 0.5846], [2.4861, -2.8444, 0.5153], [1.1472, -2.4746, 1.6616], [-1.3724, -1.0769, 4.6552], [-1.8933, -1.9220, 3.4978], [-1.8299, -3.4021, 3.8496], [-3.3268, -1.5337, 3.1338], [-0.9625, -1.7731, 2.3460], [-0.9039, -0.4239, 1.8399], [-1.9426, -1.2858, 5.5592], [-1.4664, -0.0046, 4.4698], [-0.3249, -1.3052, 4.8556], [-2.5020, -3.6297, 4.6741], [-0.8199, -3.6917, 4.1362], [-2.1343, -4.0157, 3.0000], [-3.9847, -1.6902, 3.9870], [-3.6973, -2.1323, 2.2991], [-3.4351, -0.4811, 2.8585], [-1.3527, -2.3074, 1.5724], [-0.2901, 0.0954, 2.4671], [-1.8233, 0.0326, 1.8948], [1.2503, 2.5939, 2.9072], [0.1435, 2.9932, 1.9388], [-1.1917, 3.0753, 2.6697], [0.4810, 4.3250, 1.2835], [0.0514, 1.9237, 0.9519], [1.4279, 3.4059, 3.6137], [2.1698, 2.3963, 2.3634], [0.9591, 1.7184, 3.4939], [-1.0797, 3.6594, 3.5833], [-1.5493, 2.0843, 2.9565], [-1.9558, 3.5501, 2.0617], [0.4743, 5.1037, 2.0453], [-0.2594, 4.5992, 0.5339], [1.4749, 4.3043, 0.8372], [-2.0183, -4.3083, -0.4578], [-2.9161, -3.1064, -0.4090], [-4.2994, -3.2497, -0.3467], [-5.1025, -2.1237, -0.2886], [-6.5973, -2.2449, -0.2007], [-4.5384, -0.8484, -0.3299], [-3.1556, -0.6481, -0.4313], [-2.3893, -1.8227, -0.4222], [-2.4582, 0.6053, -0.5080], [-3.3171, 1.8208, -0.6706], [-4.1784, 2.0504, 0.5866], [-5.0330, 3.3137, 0.4448], [-5.9076, 3.1931, -0.8064], [-5.0246, 3.0755, -2.0538], [-4.1179, 4.2997, -2.1595], [-3.2337, 4.3601, -0.9154], [-4.1195, 4.5314, 0.3174], [-2.4254, 3.0581, -0.8175], [-4.1665, 1.8065, -1.9597], [-2.2367, -5.0074, 0.3497], [-0.9721, -4.0221, -0.3817], [-2.1464, -4.8566, -1.3919], [-4.7446, -4.2353, -0.3334], [-6.9048, -3.2774, -0.0497], [-7.0676, -1.8874, -1.1176], [-6.9924, -1.6500, 0.6220], [-5.2271, -0.0275, -0.2772], [-1.3088, -1.7648, -0.4424], [-3.5088, 2.1395, 1.4452], [-4.8290, 1.2055, 0.8003], [-5.6644, 3.4157, 1.3314], [-6.5502, 4.0715, -0.8938], [-6.5672, 2.3247, -0.7270], [-5.6536, 3.0057, -2.9441], [-4.7113, 5.2117, -2.2482], [-3.5002, 4.2295, -3.0602], [-2.5356, 5.1989, -0.9925], [-4.7127, 5.4437, 0.2223], [-3.5125, 4.6452, 1.2195], [-1.7379, 3.1143, 0.0285], [-1.8335, 2.9514, -1.7248], [-3.4904, 1.7644, -2.8220], [-4.8115, 0.9406, -2.0399], [4.1257, -0.8876, 0.0692], [2.5641, 0.5370, -0.6720], [3.1091, 0.4271, -2.8077], [3.5734, 2.4227, -0.0867], [3.5642, -2.8599, 4.6656], [4.4063, -1.6685, 4.7337], [5.7541, -1.9049, 5.2647], [4.0755, -0.5168, 4.1719], [2.8206, -0.4368, 2.9740], [4.6685, 0.6347, 4.4985], [4.7781, 1.7841, 3.5936], [5.1377, 0.8897, 5.8620], [3.6574, -3.3869, 5.6137], [3.9076, -3.5102, 3.8597], [2.5273, -2.5810, 4.5058], [6.0818, -2.8769, 4.8983], [5.7549, -1.9168, 6.3537], [6.4312, -1.1394, 4.8969], [4.5587, 1.4926, 2.5709], [5.8044, 2.1463, 3.6555], [4.0969, 2.5725, 3.9164], [4.7649, 0.1213, 6.5305], [4.7451, 1.8590, 6.1662], [6.2265, 0.9232, 5.9020]],
  "total_charge": 2,
  "gap_ev": [7.6254, 4.0030],
  "relative_energy_kj_mol": 0.0,
  "homo_ev": [-12.21, -12.21],
  "spin_multiplicity": 2
}

***

# 2
{
  "formula": "C37H71FO29S2",
  "method": "ωB97M-V/def2-TZVPD",
  "symbols": ["F", "C", "C", "C", "C", "C", "C", "H", "H", "H", "H", "H", "C", "S", "O", "C", "H", "H", "H", "H", "H", "H", "C", "S", "O", "C", "H", "H", "H", "H", "H", "H", "C", "O", "C", "O", "O", "C", "H", "H", "H", "H", "H", "H", "C", "O", "C", "O", "O", "C", "H", "H", "H", "H", "H", "H", "C", "O", "C", "O", "O", "C", "H", "H", "H", "H", "H", "H", "C", "O", "C", "O", "O", "C", "H", "H", "H", "H", "H", "H", "C", "O", "C", "O", "O", "C", "H", "H", "H", "H", "H", "H", "C", "O", "C", "O", "O", "C", "H", "H", "H", "H", "H", "H", "C", "O", "C", "O", "O", "C", "H", "H", "H", "H", "H", "H", "C", "O", "C", "O", "O", "C", "H", "H", "H", "H", "H", "H", "C", "O", "C", "O", "O", "C", "H", "H", "H", "H", "H", "H"],
  "coordinates": [[36.0070, -40.6871, -6.0408], [35.4948, -39.5663, -6.6131], [34.8045, -39.6715, -7.8095], [34.2006, -38.5935, -8.3371], [34.2862, -37.3210, -7.7333], [34.9974, -37.2303, -6.4769], [35.5821, -38.3411, -5.9358], [34.7748, -40.6620, -8.2391], [33.6835, -38.7266, -9.2759], [33.7381, -36.4817, -8.1352], [35.0067, -36.3080, -5.9151], [36.0072, -38.3818, -4.9438], [33.0792, -25.9001, -7.1950], [33.5349, -26.3701, -5.4229], [32.3990, -27.1921, -4.9267], [34.7731, -27.7107, -5.9092], [33.1577, -26.8528, -7.7188], [33.6997, -25.1630, -7.7047], [32.0111, -25.6931, -7.2607], [35.3797, -28.0446, -5.0674], [35.3745, -27.5219, -6.7985], [34.0984, -28.5389, -6.1257], [36.4285, -33.9850, -7.5458], [34.7808, -33.4107, -6.8956], [34.6950, -33.8143, -5.4457], [34.9961, -31.5630, -6.8523], [36.5849, -33.5390, -8.5280], [36.2416, -35.0477, -7.6999], [37.2633, -33.8251, -6.8634], [35.0441, -31.0477, -7.8116], [35.8918, -31.2616, -6.3093], [34.1027, -31.2038, -6.3416], [31.1460, -34.5843, -5.2963], [30.5643, -35.8774, -5.3853], [29.2460, -36.1077, -5.4561], [28.3493, -35.3187, -5.3086], [29.0436, -37.4404, -5.7111], [27.6933, -37.9063, -5.6386], [30.6952, -33.8957, -6.0108], [32.2226, -34.6480, -5.4548], [30.8831, -34.1040, -4.3538], [27.1289, -37.4370, -6.4444], [27.2286, -37.6003, -4.7013], [27.6543, -38.9768, -5.8397], [35.5658, -28.4063, 0.2412], [35.3714, -28.9995, -0.9802], [34.3586, -29.9276, -1.1241], [33.5108, -30.2272, -0.2874], [34.4936, -30.3925, -2.4045], [33.4788, -31.1779, -2.9861], [36.2676, -27.5765, 0.1562], [36.0477, -29.1171, 0.9125], [34.5845, -28.0812, 0.5866], [33.4163, -30.9649, -4.0533], [32.5294, -30.8292, -2.5797], [33.6140, -32.2491, -2.8364], [34.9024, -40.2629, -0.7334], [34.4341, -39.4914, -1.8018], [34.0357, -38.2112, -1.6468], [34.2636, -37.4709, -0.6903], [33.5670, -37.8266, -2.8518], [33.2110, -36.4356, -3.0613], [34.5062, -41.2779, -0.7641], [34.6926, -39.8257, 0.2428], [35.9725, -40.3846, -0.9014], [33.6096, -35.7769, -2.2898], [32.1241, -36.3532, -3.0664], [33.5656, -36.0926, -4.0333], [30.9908, -29.2250, -6.3849], [30.9776, -30.1404, -7.5361], [32.0058, -30.1322, -8.4807], [32.9146, -29.3201, -8.4825], [31.7879, -31.1290, -9.3495], [32.7726, -31.3533, -10.3935], [31.6835, -29.5779, -5.6210], [29.9732, -29.2803, -5.9982], [31.2403, -28.2138, -6.7064], [33.1761, -30.5143, -10.9604], [32.4272, -32.1294, -11.0765], [33.6268, -31.7023, -9.8132], [31.9329, -34.9428, -11.2764], [33.1470, -34.6111, -11.9421], [34.2794, -34.5561, -11.2170], [34.3555, -34.4057, -9.9962], [35.3011, -34.4494, -12.1051], [36.5691, -34.3060, -11.6790], [31.1981, -35.1616, -12.0512], [31.4058, -34.1376, -10.7646], [32.0184, -35.6362, -10.4398], [36.9491, -35.3150, -11.5195], [36.5972, -33.7408, -10.7474], [37.2404, -33.8638, -12.4152], [40.1785, -33.2793, -8.0580], [40.0756, -32.3353, -9.0626], [39.7998, -32.5634, -10.2839], [39.3698, -33.6466, -10.7172], [40.0423, -31.4572, -11.0132], [39.4978, -31.2951, -12.3019], [39.2009, -33.7240, -7.8717], [40.3930, -32.7227, -7.1456], [40.9543, -34.0431, -8.1118], [38.6546, -31.9178, -12.6006], [40.3559, -31.4972, -12.9428], [39.1152, -30.2902, -12.4805], [41.8974, -32.9222, -3.4493], [40.8532, -32.2907, -2.7789], [39.6586, -32.1322, -3.4352], [39.3672, -32.5733, -4.5753], [38.8763, -31.4405, -2.6554], [37.5689, -31.0548, -3.1243], [42.3124, -32.2010, -4.1535], [41.5934, -33.7926, -4.0308], [42.6734, -33.2324, -2.7496], [37.0399, -30.4772, -2.3662], [36.9693, -31.9650, -3.1370], [37.5791, -30.5416, -4.0858], [36.6529, -35.6234, -3.3680], [36.6051, -35.6922, -1.8999], [36.4038, -34.5925, -1.1716], [36.1061, -33.4816, -1.5862], [36.5441, -34.8247, 0.1171], [36.9959, -36.0846, 0.7186], [35.8170, -35.1341, -3.8680], [36.7314, -36.6792, -3.6272], [37.5340, -35.1222, -3.7687], [36.1349, -36.5829, 1.1642], [37.6689, -35.8503, 1.5434], [37.5829, -36.6478, -0.0068], [37.9800, -38.8559, -8.5025], [38.4384, -38.5448, -7.2440], [38.8606, -37.2762, -7.0270], [38.9689, -36.3256, -7.8119], [39.1616, -37.2083, -5.7619], [39.7074, -36.0639, -5.1818], [38.8676, -38.8254, -9.1344], [37.2225, -38.1736, -8.8883], [37.6733, -39.9007, -8.5507], [40.7609, -35.9882, -5.4511], [39.5876, -35.9492, -4.1045], [39.2362, -35.1576, -5.5623]],
  "gap_ev": 9.3665,
  "homo_ev": -9.05,
  "spin_multiplicity": 1
}

***

# 3
{
  "formula": "C37H72AlBr3Cl2F4N5O13P",
  "method": "ωB97M-V/def2-TZVPD",
  "symbols": ["C", "C", "C", "C", "N", "C", "C", "P", "N", "O", "N", "C", "C", "C", "C", "C", "C", "O", "C", "C", "C", "C", "C", "N", "H", "H", "H", "H", "H", "H", "H", "H", "H", "H", "H", "H", "H", "H", "H", "H", "H", "H", "H", "H", "H", "H", "H", "H", "H", "H", "H", "H", "H", "H", "H", "H", "H", "H", "C", "C", "C", "O", "C", "C", "C", "O", "O", "O", "H", "H", "H", "H", "C", "O", "O", "O", "H", "O", "H", "H", "H", "Br", "C", "C", "Br", "H", "H", "H", "H", "Cl", "C", "C", "Cl", "H", "H", "H", "H", "O", "H", "H", "F", "Al", "F", "F", "F", "C", "C", "C", "C", "C", "C", "N", "O", "C", "C", "C", "H", "H", "H", "H", "H", "H", "H", "H", "H", "H", "H", "H", "H", "H", "H", "H", "H", "H", "O", "H", "H", "Br"],
  "coordinates": [[-3.8448, -1.1714, -2.2850], [-2.5084, -1.3084, -1.5058], [-1.2816, -0.8753, -2.3404], [-0.8976, 0.6196, -2.2114], [-1.2436, 1.2342, -0.9111], [-2.1769, 2.2706, -0.9079], [-2.2387, 2.6342, 0.4031], [-3.3799, 4.0668, 0.7643], [-2.5602, 5.2645, -0.1877], [-3.2340, 4.6139, 2.3263], [-1.4052, 1.8593, 1.1682], [-1.2315, 2.0337, 2.6217], [-1.0920, 0.7165, 3.4205], [-2.0187, -0.4304, 2.9327], [-2.5136, -1.2175, 4.1750], [-3.7531, -2.0684, 3.8334], [-3.3754, -3.3342, 3.0357], [-2.0354, -3.7470, 3.2685], [-1.8874, -5.0312, 2.6683], [-0.7978, 1.0148, 0.3036], [0.2443, -0.0065, 0.6446], [1.5207, 0.2712, -0.1772], [2.3283, 1.4904, 0.2832], [1.8557, -0.4789, -1.1273], [-4.6703, -1.0906, -1.5655], [-3.8471, -0.2626, -2.8990], [-4.0550, -2.0637, -2.8818], [-2.5936, -0.8139, -0.5296], [-2.3792, -2.3810, -1.3044], [-0.4024, -1.4821, -2.1016], [-1.5273, -1.0519, -3.3956], [-1.4084, 1.1835, -2.9963], [0.1710, 0.7846, -2.3714], [-2.6789, 2.6672, -1.7804], [-1.7288, 4.8112, -0.5679], [-2.2034, 5.9598, 0.4741], [-2.4068, 5.1034, 2.4543], [-2.1297, 2.5339, 2.9937], [-0.3419, 2.6556, 2.8050], [-0.0363, 0.4235, 3.4838], [-1.3752, 0.9542, 4.4543], [-1.3732, -1.1468, 2.4059], [-2.8482, -0.0951, 2.2997], [-1.6784, -1.8068, 4.5688], [-2.8098, -0.5342, 4.9874], [-4.2403, -2.3734, 4.7648], [-4.4143, -1.4554, 3.2105], [-3.5172, -3.1988, 1.9486], [-4.0432, -4.1519, 3.3529], [-0.8515, -5.3718, 2.6989], [-2.2177, -4.9904, 1.6157], [-2.5454, -5.7656, 3.1581], [0.5370, 0.0127, 1.6932], [-0.1417, -1.0087, 0.4157], [3.4045, 1.3125, 0.3111], [2.0312, 1.7431, 1.3193], [2.0413, 2.3650, -0.3285], [2.7369, -0.1360, -1.5255], [-2.8741, -10.9913, 1.2876], [-2.5207, -11.4723, 2.4884], [-1.6067, -10.7101, 3.4000], [-1.3277, -11.1772, 4.4867], [-1.0867, -9.4311, 2.9306], [-1.4416, -8.9624, 1.7372], [-2.3716, -9.7097, 0.8386], [-2.6681, -9.2084, -0.2375], [-0.9908, -7.7860, 1.2644], [-2.9673, -12.6448, 2.9227], [-3.5361, -11.5281, 0.6244], [-0.4191, -8.8966, 3.5846], [-1.4027, -7.6856, 0.3862], [-2.5774, -12.7634, 3.8078], [-0.5251, 5.9469, -2.0826], [-1.7160, 5.5599, -2.1932], [-0.3953, 6.9401, -1.0588], [0.5027, 5.6099, -2.6634], [-1.3401, 6.9501, -0.8350], [1.1335, 4.7478, 0.6819], [1.9585, 4.3144, 0.3648], [0.3415, 4.2090, 0.4632], [1.0499, 5.6658, 0.3320], [-2.4551, 10.4481, -1.2179], [-1.7423, 10.9509, 0.5204], [-1.0218, 9.7530, 1.0577], [-2.2656, 8.4137, 1.7131], [-2.5657, 11.2970, 1.1242], [-1.0110, 11.8260, 0.3343], [-0.3883, 9.9883, 1.9073], [-0.4246, 9.2795, 0.2809], [-3.8249, 7.4440, -1.7960], [-5.3238, 7.1136, -2.6947], [-5.0406, 6.7107, -4.1193], [-4.3980, 8.0653, -5.0823], [-5.9542, 7.9992, -2.6461], [-5.8347, 6.3037, -2.1744], [-5.9631, 6.3885, -4.6014], [-4.3236, 5.8934, -4.1655], [1.5113, -10.0266, 2.9954], [2.3176, -9.5411, 2.7805], [1.8294, -10.8806, 3.3061], [-5.9688, -12.7801, 4.6257], [-6.5233, -11.2106, 4.2219], [-7.9554, -11.3273, 3.2917], [-5.3098, -10.3969, 3.3072], [-6.8413, -10.3287, 5.6559], [6.8019, 3.9915, -3.4918], [6.4515, 3.0280, -2.3260], [7.6943, 2.2204, -1.9208], [8.0693, 1.1394, -2.9281], [6.8743, 0.2412, -3.2263], [5.6302, 1.0302, -3.6594], [5.3142, 2.1476, -2.7191], [4.8011, 1.6412, -1.6329], [5.8408, 1.5684, -5.0879], [4.4531, 0.0641, -3.7982], [6.0809, 3.9565, -1.1670], [6.9553, 5.0127, -3.1434], [7.7125, 3.7066, -4.0187], [5.9948, 4.0597, -4.2204], [7.5176, 1.7410, -0.9518], [8.5410, 2.8945, -1.7761], [8.4492, 1.5894, -3.8492], [8.8879, 0.5370, -2.5298], [7.1429, -0.4722, -4.0079], [6.6469, -0.3507, -2.3342], [5.0071, 2.2010, -5.3966], [5.8991, 0.7425, -5.7968], [6.7626, 2.1307, -5.2132], [4.2525, -0.4881, -2.8810], [4.6629, -0.6753, -4.5699], [3.5429, 0.5947, -4.0891], [5.1989, 4.5547, -1.4129], [6.9023, 4.6407, -0.9589], [5.8837, 3.4129, -0.2419], [4.5709, -9.1756, 1.9886], [4.4089, -8.8406, 1.1007], [5.3622, -9.7152, 1.8955], [-0.9854, 12.7613, 1.8450]],
  "gap_ev": 1.1410,
  "homo_ev": -7.00,
  "spin_multiplicity": 1
}